# 1
A molecular structure, C57H49AsN3O3OsP2 at a distorted geometry, computed with wB97M-V/def2-TZVPD.

The geometry in XYZ format:
```
116
Properties=species:S:1:pos:R:3:forces:R:3
Os 0.04742 -0.38566 0.92890 -0.72 -0.40 -1.37
O -1.67328 -2.33903 4.07222 -0.02 0.09 -0.05
C -1.33777 -1.86758 3.02699 -0.03 -0.10 0.13
N -0.17024 -1.09578 2.77826 -0.03 0.04 -0.04
C 0.79462 -1.04855 3.86044 0.07 -0.14 0.18
O 0.65261 -1.56875 4.92263 0.03 -0.02 -0.07
C 1.96852 -0.17392 3.52933 -0.09 0.18 -0.04
C 3.17404 -0.08851 4.40646 0.03 0.03 0.01
C 4.24256 0.24151 3.68511 -0.04 0.04 0.00
C 3.99218 1.41807 1.24949 -0.05 0.08 -0.01
C 2.55941 1.72996 0.84110 0.17 -0.20 0.13
N 1.68822 0.84682 1.63229 0.03 0.09 -0.15
C -2.17683 -2.05923 1.80386 -0.03 -0.06 -0.01
C -3.36603 -2.75406 1.86961 0.04 0.02 0.01
C -4.14699 -2.83407 0.72606 -0.01 0.04 0.00
C -3.71864 -2.18063 -0.42046 -0.05 0.00 -0.04
C -2.51222 -1.50784 -0.40393 -0.10 0.12 0.10
N -1.73503 -1.47886 0.67992 0.16 0.04 0.13
H 3.12906 -0.16731 5.48328 -0.01 0.00 0.00
H 5.22282 0.45317 4.08961 0.00 0.00 0.00
H 4.77752 1.45447 0.50722 0.00 0.01 0.00
H 2.23159 1.93358 -0.16158 -0.05 0.04 -0.08
H -3.65150 -3.20032 2.81263 -0.01 0.00 -0.01
H -5.08634 -3.37101 0.74004 0.01 -0.01 -0.02
H -4.30792 -2.18179 -1.32659 -0.01 -0.01 0.01
H -2.15407 -0.95468 -1.25262 -0.09 0.11 0.03
C 3.14634 -2.15431 -1.66543 -0.09 0.04 -0.10
C 3.30332 -2.04321 -0.15812 -0.24 0.06 -0.01
P 1.92731 -1.64717 1.00139 0.37 -0.10 0.76
C 1.67119 -3.21002 1.85486 0.12 0.04 -0.04
C 2.53964 -3.59990 2.87250 0.01 0.01 0.05
C 2.36607 -4.83234 3.48695 -0.02 0.01 -0.03
C 1.35347 -5.68150 3.06475 0.01 0.00 0.01
C 0.50648 -5.30409 2.02963 -0.03 0.00 -0.02
C 0.65639 -4.06574 1.42590 -0.02 -0.01 0.03
C 2.53712 -0.29803 2.11449 0.26 -0.25 -0.09
C 1.37028 1.23064 3.07840 0.00 -0.08 0.00
C 2.00543 2.44727 3.62247 0.02 -0.01 0.00
C 2.93558 3.12399 2.96940 0.00 0.00 0.00
C 3.35301 2.74219 1.60715 0.03 0.04 -0.03
C 3.99123 0.19481 2.18469 0.00 -0.11 0.00
C 1.85743 -2.83354 -2.11161 -0.03 -0.04 -0.07
P 0.44521 -1.67294 -2.07824 0.05 0.10 0.44
C -0.97072 -2.53778 -2.74397 -0.11 0.06 -0.16
C -1.97677 -1.81474 -3.41501 0.18 0.01 0.05
C -3.07457 -2.47322 -3.93114 0.03 -0.01 -0.06
C -3.18895 -3.85471 -3.79031 -0.02 -0.02 0.00
C -2.20794 -4.57388 -3.12296 0.01 0.01 0.01
C -1.10372 -3.92097 -2.59447 -0.03 0.03 0.02
C 0.88896 -0.37423 -3.23327 -0.04 -0.03 -0.11
C 0.59260 -0.50301 -4.59530 0.05 0.00 -0.02
C 1.07830 0.42794 -5.50046 -0.01 -0.01 0.01
C 1.86593 1.48374 -5.06245 0.00 0.03 0.01
C 2.17345 1.60806 -3.71328 -0.02 0.01 0.01
C 1.68097 0.68680 -2.80333 0.12 0.13 -0.01
H 3.99248 -2.74176 -2.02330 -0.01 0.02 -0.05
H 3.23005 -1.17858 -2.14616 0.06 -0.03 0.06
H 4.10381 -1.34567 0.07877 0.08 -0.02 -0.01
H 3.55972 -3.02590 0.24486 0.26 0.05 -0.02
H 3.33822 -2.94651 3.20913 -0.01 0.02 0.00
H 3.02073 -5.12607 4.29587 0.00 0.00 0.00
H 1.22271 -6.64184 3.54463 0.00 0.00 0.00
H -0.27541 -5.97553 1.69977 0.00 0.01 0.01
H -0.02060 -3.76914 0.62992 -0.02 0.04 0.00
H 0.29746 1.27109 3.23102 -0.02 0.01 0.03
H 1.69422 2.73328 4.62048 0.00 0.00 0.00
H 3.39822 3.99679 3.41094 0.00 0.00 0.00
H 3.70649 3.56219 0.99409 0.02 0.01 0.02
H 4.70554 -0.51480 1.76377 -0.04 -0.05 -0.04
H 1.63571 -3.72738 -1.52449 0.02 0.04 0.06
H 1.94423 -3.14032 -3.15771 -0.06 -0.03 -0.01
H -1.89030 -0.73615 -3.53649 -0.02 -0.14 0.03
H -3.83534 -1.91428 -4.46037 0.00 -0.02 -0.01
H -4.04174 -4.37165 -4.21037 0.00 0.01 0.00
H -2.29301 -5.64767 -3.02548 0.00 0.00 0.00
H -0.34829 -4.50533 -2.08738 0.05 0.00 0.03
H 0.00960 -1.33654 -4.96085 0.00 -0.02 0.00
H 0.85672 0.31580 -6.55334 -0.01 0.00 0.00
H 2.25077 2.20175 -5.77447 0.00 0.00 0.00
H 2.80316 2.42132 -3.37454 0.01 -0.01 -0.02
H 1.91537 0.78541 -1.75363 -0.01 -0.01 0.03
O -0.28439 0.93544 -0.64051 -0.02 0.29 0.29
As -1.31372 2.29034 -0.38275 0.10 0.05 0.26
C -0.27225 3.87419 -0.24200 0.02 0.06 0.03
C -0.68012 4.92440 0.57653 -0.06 0.02 0.01
C 0.03809 6.11230 0.57368 -0.01 -0.03 -0.02
C 1.14265 6.25316 -0.25383 -0.01 0.00 -0.01
C 1.52735 5.21364 -1.09297 0.03 0.02 -0.01
C 0.81948 4.02264 -1.09259 0.06 0.05 0.01
C -2.45143 2.41695 -1.88728 -0.04 -0.14 -0.10
C -3.80178 2.72340 -1.75782 -0.03 0.07 -0.05
C -4.56650 2.89546 -2.90435 0.00 -0.02 -0.01
C -3.98232 2.76369 -4.15601 0.03 -0.01 0.00
C -2.62799 2.46637 -4.27686 -0.06 0.02 0.00
C -1.85200 2.29728 -3.14258 0.00 -0.09 -0.02
C -2.22275 1.93829 1.25579 -0.23 0.18 0.06
C -1.69038 2.41031 2.45875 0.06 -0.10 -0.04
C -2.32076 2.11338 3.65916 0.00 0.00 -0.03
C -3.49537 1.37375 3.65941 -0.01 0.01 0.02
C -4.04928 0.93448 2.46095 0.01 -0.03 0.03
C -3.42058 1.21728 1.26035 0.02 -0.03 0.01
H -1.56195 4.84076 1.19955 0.01 -0.01 0.01
H -0.27552 6.93124 1.20651 0.00 0.00 0.00
H 1.69307 7.18449 -0.26103 0.00 0.00 0.00
H 2.36893 5.34318 -1.76142 0.00 -0.01 0.01
H 1.10662 3.22488 -1.76433 -0.01 -0.06 -0.05
H -4.26157 2.85006 -0.78549 0.02 0.02 -0.01
H -5.61586 3.14292 -2.81935 0.00 0.00 0.01
H -4.58165 2.90624 -5.04530 0.00 0.00 0.00
H -2.17754 2.38413 -5.25702 0.01 0.00 0.00
H -0.79234 2.07785 -3.24145 -0.04 -0.01 0.04
H -0.78661 3.00806 2.46017 -0.01 0.04 -0.01
H -1.90971 2.47840 4.59151 0.00 0.00 0.00
H -3.99493 1.15874 4.59497 0.01 -0.01 0.00
H -4.98259 0.38727 2.46734 0.00 0.00 -0.01
H -3.87155 0.89238 0.33212 0.02 -0.06 -0.03
```
Positions in Å, forces in eV/Å.

Spin multiplicity: 1
Total charge: +3
Total energy (eV): -152375.632
HOMO (spin up / spin down) (eV): -16.0 / -16.1
HOMO-LUMO gap (spin up / spin down) (eV): 5.7 / 6.8



# 2
5 unconnected molecules or ions with the total composition C57H51BrF5N3O3S at a distorted geometry, computed with wB97M-V/def2-TZVPD.

The geometry in XYZ format:
```
121
Properties=species:S:1:pos:R:3:forces:R:3
C -0.29739 -0.08399 5.59084 0.46 0.26 -1.03
C 0.44181 -0.09849 4.23253 -0.40 -1.36 1.51
F 0.46930 1.16436 3.66700 0.08 0.05 -0.14
C -0.26810 -1.08080 3.29050 0.34 1.16 -0.75
C 0.28041 -0.95733 1.87208 0.48 -0.04 0.48
C -0.43100 -1.07759 0.75314 -0.46 -0.39 0.01
C -1.91881 -1.34167 0.71398 0.00 1.10 -0.59
C -2.56294 0.00110 0.34895 -0.06 -0.16 0.35
C -2.57375 1.06146 1.24873 0.34 0.13 0.58
C -3.11870 2.28183 0.92064 -0.45 0.91 -0.21
C -3.69611 2.49754 -0.32697 0.31 -0.42 0.46
C -3.67307 1.44492 -1.21759 -0.74 0.92 -1.04
C -3.12507 0.22365 -0.89196 0.06 -0.50 -0.62
C 0.25536 -0.90284 -0.57308 0.35 0.19 0.34
O -0.04271 -1.58219 -1.53027 -0.16 0.18 0.18
C 1.33392 0.15957 -0.58279 -0.37 -0.56 -0.16
C 1.56321 0.94771 -1.70475 -0.23 -0.11 0.18
C 0.78404 0.73786 -2.97784 0.28 -0.86 -0.62
C 1.42540 -0.35996 -3.87861 0.22 0.44 -0.27
C 2.66771 0.11570 -4.65072 -0.33 -0.68 0.48
N 3.85308 0.18314 -3.80597 -0.07 0.20 -0.17
C 5.07629 0.46986 -4.56088 0.30 0.12 0.30
C 5.57340 1.88310 -4.33728 -0.28 -0.31 -0.26
C 5.09188 2.95184 -5.07515 -0.45 0.16 -0.50
C 5.50935 4.24455 -4.85770 0.15 1.00 0.11
C 6.45335 4.52255 -3.88041 -0.01 -0.26 -0.02
C 6.95805 3.46770 -3.15092 0.38 0.26 0.26
C 6.51588 2.17309 -3.37185 0.39 -0.15 0.55
O 7.01655 1.15323 -2.59716 -0.06 0.00 -0.22
C 2.55191 1.92487 -1.56041 -0.16 -0.04 -1.13
N 2.78799 2.80013 -2.68396 -0.45 0.80 0.74
C 1.96005 3.67792 -2.84027 -0.55 -1.06 -0.17
S 0.64304 4.50361 -3.05947 0.61 0.43 -0.10
C 3.27241 2.06117 -0.40028 0.72 0.80 0.04
Br 4.60125 3.44599 -0.41451 -0.16 -0.43 0.07
C 3.06094 1.26566 0.72163 0.46 -0.10 0.11
C 3.84686 1.47198 1.99481 0.00 0.72 0.32
C 3.54356 2.82874 2.64943 -0.24 -0.68 0.18
N 3.29756 2.94527 3.88583 -0.08 0.16 -0.28
C 2.07598 0.30175 0.59196 -0.15 -0.40 0.57
C 1.74716 -0.64500 1.72536 -0.34 -0.05 -0.43
O 2.57997 -1.14786 2.44804 -0.16 0.10 -0.06
H -1.15447 0.58634 5.48986 -0.04 -0.17 0.29
H -0.61524 -1.11211 5.77638 -0.12 0.19 0.27
H 0.38349 0.24865 6.37506 -0.27 0.07 0.05
H 1.45857 -0.43369 4.45471 0.08 0.27 -0.50
H -0.22646 -2.09356 3.69345 0.09 0.07 -0.03
H -1.30395 -0.73236 3.25738 -0.06 -0.41 0.11
H -2.17828 -2.02042 -0.10162 0.16 -0.31 0.35
H -2.30368 -1.65891 1.68106 0.05 -0.34 -0.16
H -2.12520 0.98827 2.23543 0.04 -0.25 -0.11
H -3.11502 3.11910 1.61256 0.13 -0.28 0.18
H -4.14847 3.44733 -0.58352 0.08 -0.05 -0.01
H -4.11192 1.63856 -2.20281 0.23 -0.44 0.27
H -3.12931 -0.55157 -1.65569 0.06 -0.06 0.20
H -0.22230 0.37828 -2.76047 0.05 0.29 0.19
H 0.69511 1.63330 -3.59186 0.03 0.12 0.27
H 0.69864 -0.66595 -4.64083 -0.09 0.12 0.21
H 1.64274 -1.26188 -3.29846 0.04 0.15 0.00
H 2.43865 1.10368 -5.06814 0.27 -0.10 -0.10
H 2.83471 -0.61130 -5.46675 -0.07 0.34 -0.14
H 3.94948 -0.66881 -3.26998 0.00 -0.05 -0.12
H 4.92663 0.32956 -5.64073 -0.07 -0.09 0.12
H 5.85762 -0.22489 -4.23933 -0.06 0.08 -0.11
H 4.34674 2.81152 -5.85522 0.08 -0.31 0.10
H 5.12069 5.08723 -5.42079 -0.14 -0.28 -0.14
H 6.79300 5.53292 -3.68537 -0.04 -0.05 -0.07
H 7.71516 3.64970 -2.38912 -0.11 -0.06 -0.03
H 7.75683 1.51402 -2.09858 -0.04 -0.13 0.11
H 4.92578 1.38458 1.81321 -0.14 0.13 -0.16
H 3.61337 0.73032 2.75486 0.00 -0.10 -0.30
H 3.50007 3.72526 2.03233 0.07 -0.09 0.04
H 3.35278 2.03296 4.34335 0.00 0.05 0.06
F -5.38252 1.09383 -4.22702 0.07 0.03 -0.06
C -6.62653 0.87816 -3.75664 -0.44 -0.09 0.19
C -6.88958 -0.28419 -3.05911 0.26 -0.20 0.05
C -8.16612 -0.50616 -2.56493 -0.06 0.12 -0.05
C -9.16687 0.43120 -2.78161 -0.07 0.00 0.03
C -8.88793 1.59305 -3.48798 0.06 -0.13 0.05
C -7.60920 1.82326 -3.97591 0.09 0.22 -0.15
H -6.09834 -1.00706 -2.90557 0.02 0.02 0.00
H -8.37929 -1.41117 -2.01081 0.03 -0.01 -0.03
H -10.16381 0.25565 -2.39898 0.01 0.01 -0.01
H -9.66762 2.32301 -3.66078 0.03 0.02 0.00
H -7.37206 2.72674 -4.52257 0.02 -0.02 -0.01
F -3.41210 -2.82704 4.49920 0.03 0.04 0.01
C -3.58180 -3.95713 3.78253 -0.04 -0.23 -0.15
C -2.50207 -4.49073 3.10935 0.30 0.15 -0.02
C -2.67034 -5.65161 2.36896 -0.21 0.01 0.02
C -3.91966 -6.25341 2.30426 -0.01 -0.11 -0.06
C -4.99652 -5.70097 2.98552 0.16 0.00 -0.04
C -4.82845 -4.54747 3.73779 -0.21 0.11 0.09
H -1.54062 -3.99610 3.16226 -0.01 -0.01 0.03
H -1.83048 -6.08035 1.83815 0.01 0.02 0.02
H -4.05601 -7.15259 1.71758 -0.01 0.01 0.01
H -5.97101 -6.16733 2.92778 0.00 0.01 0.02
H -5.65330 -4.10458 4.28039 0.03 0.02 0.00
F -8.30235 -4.06350 -1.28250 -0.05 0.04 0.00
C -7.15750 -4.75569 -1.44754 0.28 -0.17 -0.05
C -7.16046 -5.87940 -2.25009 -0.20 -0.08 -0.11
C -5.97864 -6.58599 -2.42175 0.07 0.11 0.11
C -4.81720 -6.16731 -1.78521 0.05 -0.05 -0.01
C -4.83584 -5.03756 -0.97872 -0.05 -0.06 -0.10
C -6.01257 -4.32161 -0.81032 0.01 0.22 0.15
H -8.07732 -6.19264 -2.73193 0.00 0.04 0.01
H -5.96422 -7.46423 -3.05346 -0.03 0.00 0.01
H -3.89759 -6.72238 -1.91888 -0.01 0.02 0.00
H -3.93303 -4.71217 -0.47839 -0.02 0.02 0.01
H -6.04530 -3.43352 -0.19182 -0.03 -0.01 0.01
F 5.80752 1.35332 4.80133 -0.01 -0.05 -0.01
C 6.59823 2.38249 5.18135 0.22 0.31 0.10
C 6.13514 3.67603 5.04105 -0.20 0.12 -0.10
C 6.95301 4.72523 5.43748 0.18 -0.17 0.06
C 8.21613 4.46998 5.95631 0.03 0.09 0.01
C 8.66294 3.16199 6.08467 -0.10 0.09 -0.04
C 7.84798 2.10710 5.69928 0.07 -0.25 0.01
H 5.15029 3.85507 4.62716 0.10 -0.02 0.12
H 6.60277 5.74440 5.34063 -0.02 -0.02 -0.02
H 8.85182 5.29149 6.26081 0.00 -0.02 0.00
H 9.64792 2.96159 6.48526 -0.02 -0.02 0.01
H 8.17467 1.08001 5.79839 -0.02 0.00 -0.02
```
Positions in Å, forces in eV/Å.

Spin multiplicity: 1
Total charge: 0
Total energy (eV): -165013.421
HOMO (eV): -8.4
SMILES: [H]/N=C\Cc1c(Br)c(N=C=S)c(CCCNCc2ccccc2O)c2c1C(=O)C(C[C@H](C)F)=C(Cc1ccccc1)C2=O.Fc1ccccc1.Fc1ccccc1.Fc1ccccc1.Fc1ccccc1
HOMO-LUMO gap (eV): 7.8



> Which of these has the highest total charge?

C57H49AsN3O3OsP2



> Which of these has the lowest total energy?

C57H51BrF5N3O3S



> Among the records above, which one has the highest total charge?

C57H49AsN3O3OsP2



> Among the records above, which one has the highest total charge?

C57H49AsN3O3OsP2